# 1
# C33H49BrN3OPtS2Si4

A structure of composition C33H49BrN3OPtS2Si4 (ωB97M-V/def2-TZVPD, OMol25).

Each line ends with the Mulliken charge.
Atoms and positions in Å:
1 Pt 0.986 -0.068 -1.149  2.8870
2 N 2.358 0.931 2.553  -0.1758
3 C 2.052 -0.257 2.045  0.1017
4 S 2.493 -0.591 0.378  -0.5053
5 N 1.502 -1.212 2.772  0.6238
6 C 1.268 -1.285 4.171  0.4814
7 C 0.233 -2.115 4.594  -0.1111
8 C -0.022 -2.264 5.945  -0.7717
9 C 0.749 -1.586 6.880  -0.5542
10 C 1.788 -0.777 6.453  -0.7132
11 C 2.062 -0.626 5.099  -0.4141
12 H 2.673 1.643 1.910  0.0331
13 H 2.046 1.207 3.473  0.3462
14 H 1.235 -2.031 2.239  -0.5978
15 H -0.376 -2.633 3.862  0.2720
16 H -0.827 -2.911 6.267  0.4173
17 H 0.545 -1.698 7.936  0.4043
18 H 2.412 -0.267 7.174  0.4038
19 H 2.929 -0.053 4.801  0.5762
20 Br 1.600 -0.260 -8.005  -0.1118
21 C 1.441 -0.087 -6.143  -0.1164
22 C 0.486 0.754 -5.596  -0.7616
23 C 0.398 0.843 -4.219  0.0956
24 N 1.188 0.145 -3.396  0.1101
25 C 2.114 -0.655 -3.939  -0.6678
26 C 2.283 -0.800 -5.301  -0.5109
27 H -0.179 1.331 -6.222  0.5344
28 H -0.313 1.503 -3.747  0.4333
29 H 2.738 -1.206 -3.247  0.3106
30 H 3.044 -1.459 -5.691  0.4997
31 O -0.415 2.363 -1.760  -0.7935
32 S -0.062 2.637 -0.330  0.5748
33 C -0.865 4.180 0.090  -0.1880
34 C -0.910 5.214 -0.835  -0.5025
35 C -1.554 6.389 -0.491  -0.8035
36 C -2.141 6.522 0.764  -0.4406
37 C -2.094 5.481 1.676  -0.7816
38 C -1.458 4.293 1.335  0.2206
39 C 1.626 3.239 -0.338  0.7240
40 C 2.173 3.775 0.823  -1.3427
41 C 3.510 4.140 0.832  -0.2874
42 C 4.288 3.969 -0.310  -0.6355
43 C 3.725 3.448 -1.462  -0.7201
44 C 2.385 3.078 -1.482  -0.2547
45 H -0.457 5.087 -1.810  0.4310
46 H -1.602 7.205 -1.199  0.4193
47 H -2.643 7.444 1.026  0.3998
48 H -2.562 5.585 2.646  0.4410
49 H -1.430 3.461 2.029  0.3256
50 H 1.552 3.933 1.698  0.5373
51 H 3.943 4.580 1.721  0.4413
52 H 5.330 4.258 -0.298  0.4191
53 H 4.326 3.330 -2.354  0.4593
54 H 1.923 2.675 -2.374  0.4682
55 C -2.611 -0.250 -3.020  -0.6222
56 Si -1.896 -1.904 -2.462  0.3702
57 C -0.923 -2.647 -3.899  -0.9821
58 C -3.352 -3.045 -2.100  -1.0869
59 Si -0.608 -1.603 -0.491  -1.6359
60 Si -2.113 -0.586 1.046  0.5911
61 C -1.292 0.372 2.455  -0.1650
62 C -3.146 -1.966 1.810  -1.1307
63 C -3.273 0.613 0.172  -1.1369
64 Si 0.288 -3.775 -0.110  0.8441
65 C 1.485 -4.125 1.316  -1.4332
66 C 1.270 -4.168 -1.671  -0.9953
67 C -1.127 -4.997 0.114  -1.2083
68 H -2.761 -0.257 -4.101  0.5058
69 H -1.980 0.598 -2.760  -0.3136
70 H -3.585 -0.070 -2.558  0.4745
71 H -1.445 -2.430 -4.833  0.4525
72 H -0.847 -3.735 -3.813  0.4186
73 H 0.092 -2.250 -3.979  0.1161
74 H -3.963 -3.140 -3.001  0.4082
75 H -3.995 -2.653 -1.309  0.2556
76 H -3.035 -4.048 -1.812  0.2713
77 H -0.991 -0.280 3.278  0.1198
78 H -2.012 1.085 2.863  0.5407
79 H -0.421 0.931 2.115  -0.3110
80 H -2.528 -2.767 2.217  0.1381
81 H -3.834 -2.412 1.090  0.3009
82 H -3.745 -1.560 2.630  0.4277
83 H -2.789 1.232 -0.585  0.1981
84 H -3.704 1.274 0.929  0.4913
85 H -4.099 0.090 -0.316  0.3686
86 H 2.397 -3.528 1.268  0.4174
87 H 1.780 -5.169 1.175  0.5035
88 H 1.064 -4.073 2.323  0.3637
89 H 1.838 -3.298 -2.008  0.0263
90 H 0.632 -4.489 -2.498  0.2760
91 H 1.981 -4.970 -1.463  0.4853
92 H -1.814 -4.694 0.905  0.2722
93 H -0.717 -5.972 0.388  0.4286
94 H -1.712 -5.134 -0.795  0.3248

Its HOMO-LUMO gap is 7.062 eV. The calculation puts the total energy at -168002.403 eV. The calculation puts the relative energy (zero: lowest compared OMol25 entry of this formula, charge and spin) at 1.7635 eV. For the HOMO energy, the calculation gives -10.3 eV. As for the charge: +1.

---

# 2
# C33H49ClN7O5PS2Ti

A structure of composition C33H49ClN7O5PS2Ti (ωB97M-V/def2-TZVPD, OMol25).

Each line ends with the Mulliken charge.
Atoms and positions in Å:
1 Ti -0.322 -0.733 1.155  -0.9234
2 N -0.868 0.503 2.928  -0.4223
3 C -1.675 -0.217 3.966  -0.6634
4 C -3.102 -0.427 3.490  -0.7225
5 C -3.254 -1.450 2.378  -0.6041
6 N -2.459 -1.104 1.154  -0.2174
7 H 0.011 0.824 3.333  0.5386
8 H -1.367 1.359 2.702  0.0591
9 H -1.667 0.371 4.883  0.4769
10 H -1.191 -1.172 4.179  0.4516
11 H -3.535 0.533 3.194  0.2881
12 H -3.699 -0.770 4.336  0.4900
13 H -4.301 -1.526 2.083  0.4593
14 H -2.924 -2.427 2.718  0.4124
15 H -2.908 -0.308 0.711  -0.4032
16 H -2.546 -1.871 0.474  0.3922
17 C -2.910 -6.192 -1.355  -1.4217
18 C -2.212 -5.746 -0.128  1.0535
19 N -1.914 -6.479 0.899  -0.8495
20 N -1.276 -5.641 1.752  0.3390
21 C -1.173 -4.400 1.288  0.2853
22 S -0.388 -3.116 2.116  -0.1856
23 N -1.771 -4.451 0.090  0.5017
24 N -1.892 -3.338 -0.755  -0.8603
25 H -3.200 -7.232 -1.227  0.3577
26 H -2.253 -6.120 -2.224  0.3435
27 H -3.812 -5.605 -1.538  0.3760
28 H -0.911 -5.992 2.625  0.2026
29 H -0.954 -3.173 -1.132  0.0429
30 H -2.508 -3.599 -1.518  0.3436
31 Cl 6.947 -1.047 -2.935  -0.1570
32 C 5.415 -1.368 -2.243  0.2674
33 C 4.870 -0.455 -1.344  -1.3830
34 C 3.625 -0.718 -0.811  1.6758
35 C 2.930 -1.880 -1.168  0.0886
36 C 3.504 -2.794 -2.066  -1.1455
37 C 4.743 -2.537 -2.605  -0.7770
38 C 1.611 -2.195 -0.667  -0.3220
39 O 0.992 -3.221 -0.789  -0.7239
40 O 0.953 -1.129 0.012  2.5880
41 H 5.390 0.461 -1.085  0.5839
42 H 3.194 0.000 -0.128  -0.4315
43 H 2.967 -3.695 -2.331  0.4781
44 H 5.199 -3.222 -3.306  0.4571
45 N 1.344 -1.011 2.600  -0.2222
46 C 2.224 0.144 2.398  -0.0222
47 C 3.544 0.158 2.814  -0.9133
48 C 4.374 1.178 2.355  -0.7152
49 C 3.888 2.145 1.485  -0.4298
50 C 2.544 2.160 1.135  -1.0297
51 C 1.723 1.163 1.604  1.6168
52 S 4.942 3.291 0.584  1.3020
53 O 6.194 3.273 1.296  -0.7207
54 O 4.948 2.625 -0.716  -0.6502
55 O 4.184 4.525 0.606  -0.6044
56 H 1.815 -1.844 2.255  0.5708
57 H 1.149 -1.208 3.581  0.4060
58 H 3.937 -0.637 3.438  0.5714
59 H 5.423 1.209 2.626  0.5849
60 H 2.190 2.935 0.469  0.3105
61 H 0.687 1.189 1.255  -0.3516
62 C -3.086 3.092 -1.766  -1.4958
63 C -2.891 1.830 -0.909  1.8040
64 C -3.367 2.210 0.505  -1.7657
65 C -3.770 0.717 -1.499  -1.6585
66 P -1.071 1.323 -0.792  2.6145
67 C -0.264 2.906 -0.364  1.3309
68 C 0.405 3.690 -1.311  -1.0844
69 C 1.000 4.890 -0.952  -0.9476
70 C 0.913 5.357 0.351  -0.8566
71 C 0.196 4.629 1.289  -0.9531
72 C -0.376 3.421 0.929  -0.2167
73 C -0.428 0.731 -2.454  1.8208
74 C -0.834 -0.743 -2.612  -1.4750
75 C -0.986 1.476 -3.675  -1.8756
76 C 1.106 0.837 -2.454  -2.0353
77 H -4.105 3.449 -1.598  0.5395
78 H -2.980 2.903 -2.829  0.3660
79 H -2.409 3.895 -1.475  0.2756
80 H -4.456 2.288 0.504  0.5643
81 H -2.967 3.179 0.800  0.3855
82 H -3.090 1.501 1.290  0.1505
83 H -4.818 0.999 -1.386  0.5393
84 H -3.648 -0.269 -1.042  0.1613
85 H -3.586 0.593 -2.565  0.3803
86 H 0.494 3.368 -2.335  0.1833
87 H 1.547 5.455 -1.693  0.5088
88 H 1.408 6.275 0.635  0.4213
89 H 0.113 4.987 2.307  0.5093
90 H -0.924 2.877 1.682  -0.1260
91 H -1.915 -0.880 -2.579  0.2372
92 H -0.371 -1.377 -1.858  -0.4805
93 H -0.488 -1.092 -3.588  0.7669
94 H -2.036 1.254 -3.854  0.4555
95 H -0.430 1.121 -4.546  0.5467
96 H -0.865 2.556 -3.633  0.2558
97 H 1.556 0.572 -1.503  0.0671
98 H 1.455 1.834 -2.704  0.4484
99 H 1.499 0.154 -3.212  0.5958

Its HOMO-LUMO gap is 4.411 eV. The calculation puts the total energy at -122268.813 eV. The calculation puts the relative energy (zero: lowest compared OMol25 entry of this formula, charge and spin) at 1.2368 eV. For the HOMO energy, the calculation gives -12.2 eV. As for the charge: +2.